Entry 1:
55
Properties=species:S:1:pos:R:3:forces:R:3:mulliken_charge:R:1 method="wB97M-V/def2-TZVPD" homo_lumo_gap_ev=7.57 charge=+1 homo_energy_ev=-10.60 energy_ha=-2582.0687 molar_mass_g_mol=919.22 de_lowest_kj_mol=56.2
Pb 0.2182 1.4100 0.2290 -0.003 0.754 -0.005 1.0903
O -3.4885 -0.5798 1.3057 -0.076 -0.042 -0.037 -0.5867
C -2.6718 -0.5955 0.4092 -0.554 0.422 -0.321 0.1303
N -1.4836 -1.2405 0.4661 0.942 -0.113 -0.126 0.1023
C -1.0700 -1.7344 1.7290 0.223 -0.106 0.605 0.2420
C -1.8981 -2.5495 2.4797 0.026 -0.057 0.047 -0.4794
C -1.5426 -2.8875 3.7735 -0.070 -0.032 -0.072 -0.7521
C -0.3594 -2.4119 4.3099 0.076 0.020 -0.031 -0.7431
C 0.5024 -1.6440 3.5435 0.098 0.006 0.116 -0.7713
C 0.1654 -1.3074 2.2379 -0.240 -0.035 -0.018 0.0447
N 0.9837 -0.5587 1.3581 0.020 0.229 0.113 0.6516
C 2.3286 -0.7521 1.4008 -0.245 0.164 0.035 0.0619
O 2.9628 -1.3821 2.2249 0.218 -0.081 -0.037 -0.6814
C 3.0590 -0.1299 0.2344 0.527 -0.171 -0.109 0.3962
C 4.3291 -0.6099 -0.0705 -0.127 0.116 0.063 -0.7992
C 4.9921 -0.0914 -1.1691 -0.203 0.075 0.030 -0.3742
C 4.3773 0.9127 -1.9068 0.021 -0.027 0.094 -0.7907
C 3.1251 1.3526 -1.5192 0.148 0.033 -0.227 -0.4107
N 2.4696 0.8274 -0.4881 0.328 -0.288 0.246 0.2530
C -2.9619 0.2170 -0.8190 -0.663 0.370 -0.208 0.3871
C -4.1946 0.0853 -1.4479 0.163 -0.004 -0.039 -0.6482
C -4.5323 0.9823 -2.4469 0.170 0.021 0.169 -0.4779
C -3.6552 2.0187 -2.7302 -0.073 -0.008 0.030 -0.7543
C -2.4585 2.0813 -2.0419 -0.066 -0.005 -0.078 -0.3540
N -2.1021 1.1922 -1.1206 -0.505 -0.293 0.059 0.3002
H -2.8283 -2.8940 2.0590 -0.085 0.006 -0.021 0.4938
H -2.2057 -3.5087 4.3550 -0.020 -0.055 0.094 0.4119
H -0.0897 -2.6479 5.3279 0.026 -0.049 0.080 0.4133
H 1.4444 -1.3125 3.9506 -0.029 -0.014 0.009 0.4691
H 4.7517 -1.3733 0.5673 -0.003 -0.006 -0.031 0.5554
H 5.9668 -0.4599 -1.4495 0.088 -0.020 -0.008 0.4576
H 4.8642 1.3505 -2.7637 0.000 0.057 -0.068 0.4421
H 2.6219 2.1420 -2.0575 -0.055 0.114 -0.066 0.4858
H -4.8643 -0.7036 -1.1457 -0.058 -0.080 0.045 0.5093
H -5.4668 0.8906 -2.9792 -0.093 0.012 0.006 0.4610
H -3.9058 2.7790 -3.4513 0.030 0.052 -0.140 0.4376
H -1.7515 2.8767 -2.2205 0.107 0.198 -0.115 0.3793
N 2.7337 5.0090 2.0486 0.254 0.486 0.086 -0.3520
C 2.2316 3.8106 1.7500 0.006 -0.051 0.347 0.5939
O 1.8010 3.5399 0.6366 -0.016 -0.192 -0.216 -0.5691
C 2.2239 2.8088 2.8859 -0.467 -0.021 -0.005 -0.6614
I 0.1576 2.3064 3.3396 0.516 0.288 0.553 0.0868
H 2.7837 5.7215 1.3332 -0.067 -0.147 0.060 0.2550
H 3.0756 5.2403 2.9669 -0.035 -0.071 -0.091 0.1992
H 2.6653 3.1988 3.7986 -0.067 -0.122 0.007 0.5318
H 2.7085 1.8793 2.5899 -0.037 0.057 0.019 0.0608
Te -0.0089 -1.2781 -0.9840 -0.600 -1.494 -1.327 0.3762
C -1.2750 -1.8865 -2.5865 0.287 0.457 0.056 0.2153
C -1.5390 -3.1997 -2.8663 0.120 0.173 0.338 -0.4422
C -2.2165 -3.3896 -4.0867 -0.065 -0.037 -0.118 -0.5235
C -2.4475 -2.2193 -4.7365 0.124 0.372 0.125 -0.5567
S -1.8407 -0.8656 -3.8783 0.189 -0.555 0.376 -0.0743
H -1.2540 -3.9972 -2.2006 0.056 -0.154 0.046 0.4422
H -2.4906 -4.3561 -4.4687 -0.134 -0.129 -0.089 0.4179
H -2.9403 -2.0664 -5.6755 -0.106 -0.024 -0.254 0.4474

=====

Entry 2:
80
Properties=species:S:1:pos:R:3:forces:R:3:mulliken_charge:R:1 method="wB97M-V/def2-TZVPD" homo_lumo_gap_ev=9.95 homo_energy_ev=-9.92 energy_ha=-52266.2634 smiles=BrCCBr.BrCCBr.BrCCBr.BrCCBr.BrCCBr.BrCCBr.BrCCBr.BrCCBr.BrCCBr.BrCCBr molar_mass_g_mol=1878.62 de_lowest_kj_mol=336.3
Br 1.2495 7.3177 3.7730 0.142 0.168 0.024 -0.1673
C -0.4167 8.3275 3.7359 0.546 0.525 -0.336 -0.5862
C -1.3634 7.6743 4.6598 -0.136 -0.922 0.597 -0.5965
Br -3.1267 8.4370 4.3207 0.154 -0.302 0.280 -0.1645
H -0.7532 8.3137 2.6992 0.060 0.111 0.216 0.3908
H -0.2320 9.3369 4.1034 0.260 -0.018 -0.469 0.3591
H -1.0678 7.8157 5.6994 -0.310 0.373 -0.041 0.3743
H -1.3239 6.5936 4.5238 -0.718 0.058 -0.276 0.3906
Br 1.3268 -6.1216 1.4121 0.263 -0.642 0.765 -0.1686
C 2.4805 -7.2901 2.5609 1.106 0.365 -1.684 -0.7326
C 2.4427 -6.9558 4.0076 -0.335 -0.541 0.421 -0.4189
Br 3.5870 -8.2878 4.9098 -0.127 0.312 -0.078 -0.1551
H 3.4689 -7.0638 2.1610 0.007 0.168 0.119 0.3695
H 2.3667 -8.3393 2.2879 -0.815 0.172 0.286 0.4231
H 1.4486 -7.1190 4.4237 0.190 0.346 0.113 0.3395
H 2.8694 -5.9756 4.2203 -0.287 -0.166 0.056 0.3432
Br -7.8247 -4.5530 -1.0292 -0.227 0.642 0.206 -0.1496
C -6.6106 -5.3288 -2.2884 0.129 -0.998 -0.686 -0.4680
C -5.2333 -5.4198 -1.7360 1.166 -0.460 0.543 -0.6066
Br -4.2106 -6.9222 -2.6043 -0.547 0.704 0.324 -0.1668
H -6.5957 -4.8166 -3.2505 -0.481 -0.032 0.169 0.3571
H -6.9789 -6.3522 -2.3607 -0.079 0.220 -0.484 0.3286
H -5.2923 -5.6770 -0.6784 0.337 -0.022 -0.145 0.3624
H -4.5912 -4.5530 -1.8922 -0.284 -0.036 0.075 0.3428
Br -4.8708 5.2881 -1.4520 -0.558 -0.384 0.714 -0.1654
C -6.1721 4.3038 -0.2778 -1.472 0.429 -1.701 -0.4994
C -7.5792 4.6051 -0.8897 0.501 0.377 0.196 -0.6788
Br -9.0989 3.7640 0.0654 0.766 0.215 -0.136 -0.1605
H -6.1761 4.7525 0.7156 0.604 -0.553 -0.070 0.3700
H -5.9250 3.2544 -0.4380 0.151 0.233 0.740 0.3634
H -7.7121 4.3203 -1.9334 0.308 -0.170 0.232 0.3947
H -7.7186 5.6838 -0.8182 -0.290 -0.152 0.026 0.3761
Br 0.9625 -0.5703 -2.0228 -0.829 0.283 0.806 -0.1599
C -0.2614 -0.0268 -0.5331 0.183 0.715 0.585 -0.5158
C 0.5226 0.9377 0.3657 0.638 -0.538 -0.389 -0.6706
Br -0.4020 1.4103 2.0825 0.528 -0.366 -1.251 -0.1768
H -0.5124 -0.8959 0.0751 -0.010 -0.143 -0.504 0.3663
H -1.1536 0.4522 -0.9363 0.160 -0.311 -0.246 0.3705
H 0.8545 1.8357 -0.1553 -0.577 0.189 0.215 0.4036
H 1.4495 0.4013 0.5691 -0.092 0.169 0.781 0.3824
Br -2.9085 -2.2239 -6.7052 0.204 -0.198 -0.593 -0.1201
C -3.7157 -0.6632 -7.5282 -0.765 -0.601 -0.314 -0.5058
C -3.8470 0.3713 -6.4900 0.104 0.865 1.483 -0.6993
Br -4.9557 -0.2607 -4.9164 0.477 0.644 -0.987 -0.1307
H -4.7064 -0.9248 -7.9000 0.141 -0.343 0.001 0.3380
H -3.1330 -0.3151 -8.3810 0.272 -0.110 0.232 0.3635
H -4.2862 1.3014 -6.8508 -0.276 -0.214 0.032 0.3813
H -2.8715 0.6154 -6.0694 -0.160 -0.051 0.175 0.3738
Br -4.8537 -3.3825 3.5575 0.016 -0.316 0.398 -0.1511
C -5.5163 -4.0539 5.2687 -0.399 -0.426 0.668 -0.6929
C -6.4391 -5.3008 5.0642 0.277 2.037 0.098 -0.5064
Br -7.1947 -5.7741 6.7958 0.282 -0.237 -0.108 -0.1539
H -5.9930 -3.2035 5.7563 -0.692 -0.181 -0.469 0.3916
H -4.7281 -4.2345 5.9996 0.520 -0.476 -0.667 0.4026
H -5.9123 -6.1208 4.5763 -0.218 0.012 0.313 0.3779
H -7.3084 -4.9521 4.5066 0.213 -0.413 -0.250 0.3318
Br 7.8793 6.9971 -0.7776 -0.321 0.170 -1.170 -0.1324
C 7.4983 6.3499 -2.6553 0.452 -1.294 1.001 -0.5477
C 7.5763 4.7885 -2.5123 0.038 0.586 -0.598 -0.6576
Br 6.0760 4.1589 -1.4279 0.418 -0.070 -0.117 -0.0873
H 8.2776 6.7971 -3.2723 0.068 -0.338 0.115 0.3583
H 6.5285 6.6929 -3.0158 0.036 -0.029 0.474 0.3503
H 8.5414 4.4591 -2.1276 -0.271 0.302 0.712 0.3650
H 7.5077 4.1828 -3.4160 -0.425 0.658 -0.427 0.3514
Br 7.7217 -1.4534 6.1865 -0.563 0.887 -0.226 -0.1153
C 6.6331 0.0494 5.4806 0.224 0.361 -1.161 -0.5865
C 5.4035 -0.4061 4.6877 0.785 -1.917 0.883 -0.6206
Br 5.9891 -1.7620 3.2964 -0.538 1.055 0.423 -0.1407
H 7.2098 0.6322 4.7624 0.656 -0.228 0.338 0.3408
H 6.4227 0.7098 6.3218 -0.329 -0.313 -0.001 0.3848
H 4.8114 0.3693 4.2015 0.304 -0.085 0.120 0.4082
H 4.8423 -1.0399 5.3744 -0.553 0.240 -0.382 0.3292
Br 6.2254 1.2616 -6.8536 0.065 -0.448 0.237 -0.1604
C 7.2279 -0.3825 -6.4796 0.008 -0.586 1.137 -0.6026
C 7.1231 -0.8312 -4.9628 0.735 0.082 -1.109 -0.5258
Br 8.2731 -2.4732 -4.7574 -0.665 0.896 -0.110 -0.1554
H 8.2454 -0.1650 -6.8045 -0.030 0.015 0.506 0.3714
H 6.8826 -1.1811 -7.1363 -0.353 0.215 0.144 0.3716
H 6.1271 -1.0950 -4.6074 0.074 -0.109 -0.496 0.3658
H 7.5209 -0.0945 -4.2649 0.164 -0.054 -0.293 0.3353

=====

Entry 3:
41
Properties=species:S:1:pos:R:3:forces:R:3:mulliken_charge:R:1 method="wB97M-V/def2-TZVPD" homo_lumo_gap_ev="5.88 / 5.95" homo_energy_ev="-5.37 / -5.45" multiplicity=6 energy_ha=-2281.2557 molar_mass_g_mol=355.21 de_lowest_kj_mol=150.6
Mn -0.1570 -0.3563 0.1650 -0.850 -0.802 2.403 1.5875
O 1.2789 -0.7163 1.6925 -0.553 0.296 -0.317 -0.8460
C 0.5610 -0.8463 2.9151 0.934 1.937 -0.669 -0.5058
C -0.9058 -1.3183 2.8395 0.026 -1.703 -1.674 -0.4951
O -1.6676 -1.0287 1.6756 1.565 1.370 0.370 -0.7598
H 0.4980 0.1601 3.3710 -0.130 -0.059 0.158 0.1641
H 1.2387 -1.3644 3.6061 -0.639 -0.725 0.267 0.3768
H -1.3504 -0.9930 3.7888 -0.359 -0.110 0.054 0.3061
H -0.8390 -2.4186 2.7808 -0.035 -0.323 0.896 0.1787
C 2.3265 0.5044 -1.3556 -1.044 -0.307 0.306 0.5532
O 1.2219 -0.0529 -1.3961 0.780 0.531 -1.308 -0.4677
N 3.1118 0.7251 -2.4631 -0.017 0.181 0.512 -0.5011
N 2.8075 0.9691 -0.2021 0.880 0.241 0.380 -0.2749
H 2.6890 0.7317 -3.3706 0.103 -0.433 -0.058 0.2295
H 4.0885 0.5444 -2.3227 0.099 0.183 -0.515 0.1821
H 3.7103 1.4089 -0.2183 -0.028 0.061 0.194 0.1712
H 2.4227 0.6230 0.6808 -0.253 -0.473 0.063 0.2159
C -2.3853 0.9662 -1.8298 0.798 0.668 0.926 0.3578
O -1.6744 0.1589 -1.2500 -0.835 0.029 -1.109 -0.3958
N -2.5706 2.2413 -1.3539 -0.149 -0.252 -0.326 -0.3500
N -2.9713 0.7576 -3.0343 0.241 -0.730 -0.242 -0.4276
H -2.3799 2.3912 -0.3779 -0.034 -0.185 0.060 0.2179
H -3.3039 2.7453 -1.8135 -0.118 0.455 0.380 0.1524
H -2.8313 -0.1474 -3.4500 -0.192 0.072 0.014 0.2447
H -3.7001 1.3553 -3.3643 -0.130 -0.029 -0.168 0.1643
C -0.0536 -3.3653 -1.2184 -0.116 -0.502 0.696 0.4871
O -0.2767 -2.2523 -0.7671 0.085 -0.949 -1.007 -0.4357
N -0.4125 -4.4824 -0.5288 -0.197 0.781 0.720 -0.4460
N 0.5906 -3.6321 -2.3800 0.262 0.749 -0.915 -0.4186
H -0.8908 -4.2363 0.3276 -0.012 -0.510 -0.011 0.2664
H -0.4256 -5.4010 -0.9191 -0.109 -0.117 0.039 0.1692
H 0.6504 -2.8936 -3.0605 0.164 0.019 0.170 0.2324
H 0.7958 -4.5626 -2.6830 -0.101 -0.126 0.038 0.1589
C -0.0327 2.6256 1.6279 0.534 -2.344 -1.143 0.3546
O -0.2386 1.7465 0.7709 -0.064 1.400 0.324 -0.4847
N -0.5848 3.8340 1.5034 0.059 0.649 0.669 -0.4353
N 0.7567 2.3875 2.6956 0.879 0.452 0.635 -0.3689
H -1.1339 3.9945 0.6830 -0.130 0.364 0.139 0.2057
H -0.4717 4.4611 2.2800 -0.421 0.448 -0.426 0.1662
H 1.1010 3.1216 3.2921 -0.327 0.272 -0.154 0.1757
H 1.4082 1.6147 2.6634 -0.567 -0.477 -0.371 0.2947

=====

Entry 4:
75
Properties=species:S:1:pos:R:3:forces:R:3:mulliken_charge:R:1 method="wB97M-V/def2-TZVPD" homo_lumo_gap_ev="4.81 / 5.90" charge=-2 homo_energy_ev="-0.43 / -1.52" multiplicity=2 energy_ha=-2532.3349 molar_mass_g_mol=771.17 de_lowest_kj_mol=10.0
Hg -2.5092 0.7146 -0.1528 -0.163 0.080 -0.004 1.1141
N -6.3576 -1.0139 2.2791 -0.018 0.003 0.000 -0.5308
C -5.1878 -0.7822 1.5314 0.064 -0.001 0.055 0.3562
S -3.8225 -0.2100 2.4418 -0.003 0.025 -0.101 -0.5670
N -5.3089 -1.0353 0.2698 0.012 -0.006 -0.054 -1.3720
N -4.2465 -0.7338 -0.5504 0.021 0.035 0.014 0.7534
C -4.3330 -1.2670 -1.7617 -0.036 0.036 0.066 -1.0352
C -3.3912 -1.0041 -2.7692 0.040 0.006 -0.043 0.6644
C -3.4749 -1.5958 -4.0629 -0.007 -0.009 0.026 -0.8901
C -2.5374 -1.3061 -5.0094 -0.013 -0.031 -0.044 -0.1923
C -1.4841 -0.4103 -4.7036 0.029 0.035 0.028 -0.8998
C -1.4592 0.1234 -3.4316 -0.033 -0.049 0.025 -0.3642
N -2.3543 -0.1470 -2.4842 0.005 0.004 -0.036 0.0273
H -6.1443 -1.2741 3.2293 0.001 -0.004 0.003 0.2339
H -6.9721 -1.6643 1.8078 0.001 -0.004 0.000 0.2520
H -5.1771 -1.9172 -1.9740 -0.003 -0.013 -0.010 0.2499
H -4.2897 -2.2802 -4.2725 0.000 0.004 0.002 0.3510
H -2.5961 -1.7640 -5.9908 -0.005 0.002 0.002 0.3749
H -0.7131 -0.1651 -5.4199 0.005 0.004 0.006 0.4229
H -0.6644 0.8033 -3.1349 0.024 0.007 -0.045 0.4854
N 1.3125 0.0415 -0.5139 -0.053 -0.014 0.097 0.2821
C 1.3148 -1.1791 -1.3139 -0.024 -0.022 -0.050 -0.1272
C 0.7063 -2.3811 -0.6003 0.011 -0.007 0.030 -1.1209
C -0.8127 -2.3924 -0.4741 -0.001 -0.008 0.062 -0.5331
N -1.2996 -1.3565 0.4548 0.111 -0.069 0.176 -0.1361
H 0.4215 0.5212 -0.5607 -0.009 0.005 -0.050 -0.2428
H 2.0591 0.6510 -0.8508 0.018 0.004 0.053 0.1205
H 2.3592 -1.4003 -1.5419 0.008 -0.007 0.028 0.1758
H 0.8092 -1.0638 -2.2836 0.010 0.006 -0.016 0.1181
H 1.1452 -2.4561 0.4028 0.026 -0.003 -0.027 0.1720
H 1.0042 -3.2819 -1.1471 -0.035 -0.013 -0.013 0.5043
H -1.1211 -3.3825 -0.1180 -0.016 0.000 -0.022 0.2945
H -1.2771 -2.2416 -1.4514 0.019 0.017 -0.010 0.1820
H -0.5938 -1.1916 1.1706 -0.015 0.043 -0.030 0.0496
H -2.1238 -1.6676 0.9639 -0.020 -0.004 -0.059 0.2302
N 4.5922 0.3155 5.1978 -0.009 -0.023 0.012 -0.6213
C 3.5631 0.4260 4.6965 0.007 0.047 -0.011 0.0972
C 2.2626 0.5891 4.1101 0.001 0.046 -0.001 0.6429
C 1.6681 1.8477 4.0350 0.073 -0.044 -0.009 -0.1424
C 0.4099 1.9454 3.4816 -0.033 -0.030 -0.037 -0.5908
C -0.2097 0.7871 3.0242 -0.006 -0.068 -0.051 -0.0692
N 0.3577 -0.4172 3.0854 0.014 0.020 -0.034 -0.4736
C 1.5733 -0.5087 3.6070 -0.046 -0.008 0.005 -0.4005
H 2.2075 2.7200 4.3794 -0.026 0.003 0.026 0.4105
H -0.0880 2.8972 3.3729 -0.005 0.012 -0.012 0.4199
H -1.1999 0.8255 2.5757 0.059 0.008 0.072 0.2023
H 2.0298 -1.4918 3.6270 0.006 0.000 -0.004 0.4099
F -2.3413 3.7178 -0.7731 0.018 -0.004 -0.003 -0.2278
B -1.9213 2.7574 0.0631 -0.002 -0.028 0.004 0.1239
F -1.1443 3.2498 1.0415 -0.015 -0.024 0.036 -0.1999
C 3.9491 2.0608 1.2937 -0.054 0.011 -0.019 -0.6658
Si 4.8211 0.7289 0.2871 -0.039 -0.038 0.019 0.0298
C 6.6827 1.0688 0.4837 0.000 0.003 -0.018 -1.1453
C 4.4778 -0.9098 1.1761 0.027 0.027 0.019 -0.4268
N 4.2006 0.7939 -1.2730 0.023 0.041 -0.048 -0.4368
C 4.5252 0.0768 -2.3562 0.066 -0.003 -0.027 -0.0055
C 5.5850 -0.8791 -2.4321 -0.017 0.006 0.020 0.0267
C 5.8619 -1.5928 -3.5849 0.001 -0.006 -0.005 -0.6952
C 5.1171 -1.4187 -4.7476 -0.003 0.007 0.007 -0.4478
C 4.0709 -0.4943 -4.7097 -0.007 -0.005 -0.007 -0.4737
C 3.7844 0.2255 -3.5686 0.009 0.012 0.020 -0.0647
H 4.2951 2.1082 2.3311 0.024 -0.026 -0.004 0.1954
H 2.8777 1.8409 1.2893 -0.009 0.042 0.028 -0.1379
H 4.0905 3.0434 0.8360 0.008 -0.006 -0.009 0.3844
H 6.9498 1.1440 1.5427 0.001 -0.001 0.002 0.2725
H 6.9449 2.0129 -0.0027 0.001 0.000 0.004 0.3164
H 7.2977 0.2847 0.0351 -0.005 0.000 0.000 0.2885
H 4.8463 -0.9111 2.2077 0.009 0.003 -0.004 0.3919
H 4.9373 -1.7495 0.6468 -0.014 -0.009 0.006 0.4224
H 3.3954 -1.0690 1.1880 -0.007 -0.013 -0.021 -0.3072
H 6.1881 -1.0495 -1.5459 0.000 -0.006 -0.007 0.1330
H 6.6802 -2.3083 -3.5740 0.000 0.001 0.000 0.3238
H 5.3345 -1.9852 -5.6450 -0.001 -0.001 0.000 0.3448
H 3.4601 -0.3399 -5.5947 0.001 0.000 0.001 0.3175
H 2.9626 0.9336 -3.5562 -0.002 0.003 -0.010 0.3753